[1]
34
Properties=species:S:1:pos:R:3:forces:R:3 method="wB97M-V/def2-TZVPD" charge=+1 e_lumo_ev=-3.9 orbital_gap_ev=6.830
C 1.915044 3.384804 1.982907 0.0 -0.1 -0.3
C 1.159649 3.416084 0.671603 0.0 0.0 0.1
O 1.695120 2.433380 -0.266105 -0.3 -0.1 0.5
B 0.822008 1.391723 -0.370481 0.3 0.7 -0.2
O -0.243833 1.435259 -1.216883 0.1 -0.5 0.3
N 1.032779 0.216461 0.537545 0.7 -0.6 -2.4
C 0.219256 -1.006029 0.429371 -0.2 -0.8 0.2
C 0.743895 -1.774544 1.635034 -0.2 0.8 0.1
N 2.180545 -1.417974 1.574509 -0.5 0.8 0.2
C 2.259250 -0.234116 0.874365 -0.5 -0.1 0.9
N 3.417947 0.348756 0.585793 0.2 0.1 0.5
H 2.967217 3.200309 1.789263 0.2 0.2 0.0
H 1.811738 4.346342 2.473231 0.0 0.0 0.2
H 1.549738 2.596451 2.635179 -0.1 0.0 0.2
H 0.101525 3.207767 0.848190 -0.1 0.0 0.0
H 1.199088 4.390274 0.201118 0.2 0.1 -0.2
H -0.105995 1.004758 -2.063306 -0.4 -0.1 -0.3
H -0.849252 -0.861350 0.356204 -0.1 0.4 0.4
H 0.489506 -1.561232 -0.469888 0.1 0.1 -0.2
H 0.569450 -2.838244 1.583151 0.1 -0.2 0.1
H 0.327610 -1.329152 2.537591 -0.2 -0.3 0.2
H 2.585705 -1.311438 2.498798 0.7 -0.6 -0.1
H 4.104410 0.500946 1.302972 0.4 -0.5 0.0
H 3.671442 0.624328 -0.344165 -0.4 0.7 -0.1
N -3.576769 -1.847724 -0.872303 0.1 0.0 0.0
C -3.094138 -0.899090 -1.736898 0.1 0.0 0.1
C -2.965592 -1.483351 -2.968592 0.1 0.0 0.0
C -3.385596 -2.835814 -2.842798 0.0 0.0 0.0
C -3.759523 -3.028674 -1.541274 0.0 0.0 0.0
H -3.774470 -1.700417 0.099382 -0.1 0.0 0.0
H -2.892076 0.104475 -1.400893 -0.1 0.0 0.0
H -2.615837 -0.996329 -3.863409 0.0 0.0 0.0
H -3.417235 -3.577828 -3.621899 0.0 0.0 0.0
H -4.142605 -3.898811 -1.037312 0.0 0.0 0.0

---

[2]
43
Properties=species:S:1:pos:R:3:forces:R:3 method="wB97M-V/def2-TZVPD" smiles="CCN(CCc1ccc2c(c1Br)C(=O)c1ccccc1C2=O)C(C)=O" e_lumo_ev=-1.1 orbital_gap_ev=8.036
C -2.396708 -3.051033 0.838015 0.1 0.2 0.1
C -1.148591 -3.767307 1.390986 0.0 -0.3 0.2
N -0.038526 -4.030005 0.474151 0.0 0.3 -0.4
C 0.512753 -2.841082 -0.165654 0.0 0.1 0.0
C 1.435240 -2.076417 0.810676 0.1 -0.1 -0.1
C 1.152351 -0.604814 0.888829 -0.1 0.0 0.2
C 0.480155 -0.108771 2.006337 0.1 -0.1 -0.2
C 0.165571 1.228107 2.124309 0.1 0.0 0.0
C 0.515346 2.108062 1.110504 0.1 -0.1 0.0
C 1.205753 1.656251 -0.026297 -0.1 0.0 0.1
C 1.512682 0.290821 -0.114805 0.0 0.3 -0.1
Br 2.388767 -0.429332 -1.631254 0.0 -0.1 0.0
C 1.579215 2.669926 -1.068423 0.0 0.0 0.0
O 2.434206 2.479518 -1.900439 0.0 0.0 0.0
C 0.842102 3.969438 -1.046792 -0.1 0.1 0.0
C 0.888526 4.780190 -2.178084 0.0 0.0 0.1
C 0.200283 5.980587 -2.185853 -0.1 0.1 0.1
C -0.516956 6.392847 -1.064453 0.0 -0.1 0.0
C -0.541493 5.606418 0.073698 0.1 -0.1 0.0
C 0.133158 4.389115 0.076312 0.1 0.0 -0.1
C 0.132755 3.540263 1.289435 -0.1 0.0 0.1
O -0.190362 3.971516 2.376228 -0.1 0.0 -0.1
C -0.248620 -5.118761 -0.434286 0.1 -0.2 0.2
C -0.972254 -4.874343 -1.737348 0.0 -0.2 -0.1
O 0.170029 -6.213816 -0.167311 -0.2 0.0 0.1
H -3.274027 -3.692755 0.876973 0.0 -0.1 -0.1
H -2.257141 -2.698416 -0.181648 -0.1 -0.1 -0.1
H -2.625391 -2.165587 1.431594 0.0 0.0 0.0
H -0.744331 -3.197356 2.228253 0.0 0.0 0.0
H -1.434717 -4.733252 1.806944 0.0 0.0 0.1
H -0.260123 -2.156028 -0.536722 -0.1 0.0 0.0
H 1.094599 -3.147244 -1.032986 0.0 0.0 0.0
H 1.323981 -2.514019 1.800632 -0.1 0.0 0.1
H 2.473820 -2.236144 0.521558 0.0 0.0 0.0
H 0.208630 -0.813142 2.781752 0.0 0.0 0.1
H -0.349311 1.617076 2.990566 0.0 0.0 0.0
H 1.463651 4.445646 -3.029154 0.0 0.0 0.0
H 0.212040 6.617369 -3.059775 0.1 0.0 -0.1
H -1.051009 7.332837 -1.086426 0.0 0.0 0.0
H -1.064687 5.901703 0.971663 0.0 0.1 0.0
H -0.267955 -4.501502 -2.481812 0.0 0.1 0.0
H -1.345044 -5.832382 -2.090410 0.0 0.0 0.0
H -1.798366 -4.174183 -1.649480 0.1 0.1 0.0

---

[3]
35
Properties=species:S:1:pos:R:3:forces:R:3 method="wB97M-V/def2-TZVPD" relative_energy_ev=3.717 smiles=Cc1c[nH]c2ccccc12.Cc1ccc(O)cc1 e_lumo_ev=0.9 orbital_gap_ev=8.650
C 1.466833 3.477685 0.566303 0.6 -1.3 3.7
C 0.741026 1.870050 -1.398429 -0.8 3.4 -3.6
C 1.100602 3.150696 -0.776102 -2.2 1.0 -4.4
C 0.282592 2.186813 -2.851964 1.1 -0.4 3.4
C 0.797985 4.116018 -1.731974 0.1 -0.1 -2.6
C 0.379306 -0.386126 -1.948940 -0.9 -5.3 -1.8
C -0.200769 -0.116203 -3.206322 0.4 -0.9 -0.7
C 0.725446 0.572107 -1.038714 0.7 -2.5 2.4
C -0.141474 1.156350 -3.699394 0.6 1.6 3.2
N 0.246741 3.572618 -3.015085 1.5 -1.2 2.7
H 0.516784 -1.659042 -1.847909 -0.5 4.0 0.7
H -0.695750 -0.879580 -3.881755 1.0 0.6 1.2
H 0.934264 0.162192 -0.001166 0.1 1.0 -1.3
H -0.685036 1.545136 -4.452429 -1.6 0.4 -3.3
H 2.516698 3.710453 0.765022 0.1 0.2 -0.5
H 1.360555 2.516178 1.147706 -0.1 0.9 -0.2
H 1.086213 5.183828 -1.825445 -0.5 -0.8 0.7
H 0.183646 3.998173 -3.949994 0.3 0.0 1.2
H 0.867931 4.233695 1.125823 0.2 -0.5 -0.8
C 1.038603 -4.083099 2.233455 0.0 1.7 0.0
C 0.254069 -1.669235 2.527352 1.2 -0.5 0.4
C -0.074222 -2.986242 2.259938 0.6 -3.0 -1.5
C -0.683524 -0.736095 2.111235 -0.8 -1.5 0.8
C -1.352742 -3.435889 1.707950 1.8 0.6 2.8
C -1.975985 -1.152779 1.727728 2.1 0.7 -0.3
C -2.342094 -2.492499 1.632192 -1.5 0.7 -0.7
O -2.749260 -0.146530 1.242065 -1.9 0.3 0.6
H 1.296292 -1.443376 3.051117 -2.4 -0.2 -1.5
H -0.441616 0.273544 2.208500 -0.1 1.6 -0.1
H 1.987190 -3.733141 1.833243 -0.2 0.5 -0.9
H 0.753452 -4.938553 1.674561 -0.4 -0.7 -0.5
H -1.542214 -4.515572 1.739996 0.1 0.5 -0.5
H -3.429215 -2.651983 1.404039 1.2 -0.4 0.0
H -3.680629 -0.303069 1.517989 0.8 0.2 -0.5
H 1.458304 -4.396526 3.149404 -0.4 -0.6 1.8

---

[4]
16
Properties=species:S:1:pos:R:3:forces:R:3 method="wB97M-V/def2-TZVPD" charge=+1 relative_energy_ev=3.482 e_lumo_ev=-4.0 orbital_gap_ev=9.594
B 0.926374 -0.676456 0.186778 4.3 1.8 -0.7
C -1.379252 -0.114223 0.041812 0.0 -0.2 -0.1
C -1.063353 -1.616285 -0.195757 -1.1 -0.1 0.0
C -0.069738 0.510530 0.569206 0.0 -0.6 0.3
N 0.301622 1.806359 -0.074923 0.4 0.1 0.0
O 0.358437 -1.758331 -0.205173 0.6 -0.8 -0.2
O 3.098248 -0.195308 -0.194385 -4.6 0.0 1.0
H -1.671778 0.349084 -0.901036 0.0 0.0 0.0
H -2.203970 -0.009838 0.742694 0.0 0.1 0.0
H -1.452520 -2.254531 0.600071 0.0 0.1 -0.1
H -1.430759 -1.982654 -1.156158 0.0 0.1 0.2
H -0.127367 0.687032 1.645079 0.2 0.0 -0.1
H -0.349772 2.565807 0.163082 0.2 -0.2 -0.1
H 0.343306 1.700496 -1.096816 0.0 0.2 0.2
H 1.254401 2.050555 0.235679 -0.2 0.1 -0.2
H 3.466121 -1.062238 -0.360160 0.0 -0.6 -0.1

---

[5]
40
Properties=species:S:1:pos:R:3:forces:R:3 method="wB97M-V/def2-TZVPD" relative_energy_ev=1.078 e_lumo_ev=-0.4 orbital_gap_ev=8.706
Ne -0.081214 0.098623 -0.358259 0.0 0.0 0.1
O 3.326729 0.396877 0.126762 0.5 -0.9 -0.1
H 2.889661 0.953748 0.771055 -0.4 0.2 0.3
H 3.193275 0.845608 -0.708133 -0.2 0.5 -0.1
O -4.192230 1.240843 0.678263 -0.5 0.2 -0.5
H -3.405540 1.228150 1.223413 0.4 0.2 0.4
H -4.884585 0.906126 1.248204 -0.1 -0.2 0.0
O -0.704496 -0.751565 2.159645 -0.6 0.7 0.5
H -0.451714 -0.643085 3.076469 -0.1 -0.1 0.3
H -0.034822 -1.328756 1.792739 0.6 -0.6 -0.5
O -2.039520 1.912106 2.379771 -0.5 -0.5 0.4
H -1.481362 1.134486 2.377343 0.2 -0.5 -0.2
H -1.483039 2.608037 2.030143 0.2 0.6 -0.1
O 2.125660 2.300737 1.828440 -0.2 -0.1 0.0
H 2.687588 3.047874 1.622899 0.3 0.3 -0.2
H 2.328300 2.091712 2.740288 0.1 -0.2 0.4
O -1.080088 -3.876388 -0.763252 0.6 -0.6 0.1
H -1.195648 -3.002167 -1.135551 -0.3 0.3 -0.1
H -1.920872 -4.311070 -0.905958 -0.2 0.0 0.1
O -2.313373 -1.622022 -2.146434 0.0 -0.2 -0.1
H -1.550578 -1.183997 -2.523944 0.5 0.6 -0.2
H -2.745042 -2.037918 -2.892706 -0.2 -0.1 -0.1
O -3.183663 -1.734328 0.479513 -0.4 -0.3 0.4
H -2.385973 -1.508108 0.957786 0.2 0.1 0.3
H -2.961136 -1.589996 -0.440200 0.0 0.2 -0.3
O 2.754186 1.506916 -2.260899 0.1 0.1 -0.1
H 3.488488 1.100270 -2.720982 0.3 -0.1 -0.3
H 2.260108 1.955806 -2.946916 -0.2 0.1 -0.2
O 0.119046 0.157876 -3.065205 -0.6 0.1 -0.6
H 0.863880 -0.354553 -2.750782 0.5 -0.5 0.3
H 0.139844 0.958278 -2.540639 -0.2 0.1 0.2
O 1.118467 -2.292142 0.909547 0.1 0.0 0.3
H 1.739016 -2.975022 1.164171 0.0 -0.2 0.1
H 1.449649 -1.966945 0.072415 0.0 0.1 -0.4
O -0.220665 3.853347 1.890858 -0.2 0.5 -0.3
H 0.519401 3.246393 1.878596 0.5 -0.4 -0.1
H -0.080209 4.387290 2.672794 -0.2 0.2 0.2
O 2.075250 -1.610936 -1.949170 -0.2 0.0 -0.1
H 2.659390 -1.063384 -1.424568 0.3 0.4 0.5
H 2.657829 -2.078718 -2.547516 0.1 -0.3 -0.2

---

[6]
19
Properties=species:S:1:pos:R:3:forces:R:3 method="wB97M-V/def2-TZVPD" multiplicity=2 s_squared=0.757 relative_energy_ev=2.297 e_lumo_ev="0.9 / -2.1" orbital_gap_ev="10.077 / 7.032"
O 0.804829 0.498876 -1.654253 -0.3 1.2 -1.4
C 0.430909 1.241894 -0.698482 -0.5 1.5 1.6
O -0.055515 2.657157 -0.893675 0.5 -2.0 -0.2
C -0.842061 0.467929 -0.000403 0.0 -0.7 -0.7
C -0.236461 -0.619712 0.893156 -0.7 -1.6 1.7
C 0.288853 -2.007545 0.361384 0.2 0.1 1.5
N 1.506829 -1.762354 -0.488729 -0.8 -1.8 -2.2
N -1.537421 1.397195 0.793681 0.0 -0.7 0.6
H 1.193712 1.273034 0.133263 -0.4 0.2 -0.4
H -1.416579 0.100682 -0.877063 0.1 -0.1 0.7
H -1.016689 -0.817683 1.781313 1.7 0.4 -2.1
H 0.652178 -0.150057 1.343647 -0.4 -0.3 0.3
H -0.550719 -2.675489 -0.013764 0.9 0.9 -0.2
H 0.618683 -2.554491 1.352804 -0.3 1.0 -1.9
H 1.883479 -2.721593 -0.831020 -0.8 2.1 0.8
H 1.239742 -1.191670 -1.392830 0.7 -1.8 2.6
H -2.522352 1.508838 0.732482 -0.5 0.1 -0.6
H -1.035444 2.232660 0.876191 0.3 1.5 0.3
H 0.594027 3.122329 -1.417703 0.4 0.1 -0.3

---

Please write out number 5 again, unchanged.
40
Properties=species:S:1:pos:R:3:forces:R:3 method="wB97M-V/def2-TZVPD" relative_energy_ev=1.078 e_lumo_ev=-0.4 orbital_gap_ev=8.706
Ne -0.081214 0.098623 -0.358259 0.0 0.0 0.1
O 3.326729 0.396877 0.126762 0.5 -0.9 -0.1
H 2.889661 0.953748 0.771055 -0.4 0.2 0.3
H 3.193275 0.845608 -0.708133 -0.2 0.5 -0.1
O -4.192230 1.240843 0.678263 -0.5 0.2 -0.5
H -3.405540 1.228150 1.223413 0.4 0.2 0.4
H -4.884585 0.906126 1.248204 -0.1 -0.2 0.0
O -0.704496 -0.751565 2.159645 -0.6 0.7 0.5
H -0.451714 -0.643085 3.076469 -0.1 -0.1 0.3
H -0.034822 -1.328756 1.792739 0.6 -0.6 -0.5
O -2.039520 1.912106 2.379771 -0.5 -0.5 0.4
H -1.481362 1.134486 2.377343 0.2 -0.5 -0.2
H -1.483039 2.608037 2.030143 0.2 0.6 -0.1
O 2.125660 2.300737 1.828440 -0.2 -0.1 0.0
H 2.687588 3.047874 1.622899 0.3 0.3 -0.2
H 2.328300 2.091712 2.740288 0.1 -0.2 0.4
O -1.080088 -3.876388 -0.763252 0.6 -0.6 0.1
H -1.195648 -3.002167 -1.135551 -0.3 0.3 -0.1
H -1.920872 -4.311070 -0.905958 -0.2 0.0 0.1
O -2.313373 -1.622022 -2.146434 0.0 -0.2 -0.1
H -1.550578 -1.183997 -2.523944 0.5 0.6 -0.2
H -2.745042 -2.037918 -2.892706 -0.2 -0.1 -0.1
O -3.183663 -1.734328 0.479513 -0.4 -0.3 0.4
H -2.385973 -1.508108 0.957786 0.2 0.1 0.3
H -2.961136 -1.589996 -0.440200 0.0 0.2 -0.3
O 2.754186 1.506916 -2.260899 0.1 0.1 -0.1
H 3.488488 1.100270 -2.720982 0.3 -0.1 -0.3
H 2.260108 1.955806 -2.946916 -0.2 0.1 -0.2
O 0.119046 0.157876 -3.065205 -0.6 0.1 -0.6
H 0.863880 -0.354553 -2.750782 0.5 -0.5 0.3
H 0.139844 0.958278 -2.540639 -0.2 0.1 0.2
O 1.118467 -2.292142 0.909547 0.1 0.0 0.3
H 1.739016 -2.975022 1.164171 0.0 -0.2 0.1
H 1.449649 -1.966945 0.072415 0.0 0.1 -0.4
O -0.220665 3.853347 1.890858 -0.2 0.5 -0.3
H 0.519401 3.246393 1.878596 0.5 -0.4 -0.1
H -0.080209 4.387290 2.672794 -0.2 0.2 0.2
O 2.075250 -1.610936 -1.949170 -0.2 0.0 -0.1
H 2.659390 -1.063384 -1.424568 0.3 0.4 0.5
H 2.657829 -2.078718 -2.547516 0.1 -0.3 -0.2